Molecular formula: C7H8O2
Method: DFT, ωB97M-V with the def2-TZVPD basis set

Computed properties:
* Kohn-Sham gap: 9.221 eV
* ΔE to the lowest compared entry with this formula, charge and spin: 69.0 kcal/mol
* charge: 0
* energy: -11480.56577 eV
* SMILES: CC1=C(C=O)CC(=O)C1
* lowest unoccupied orbital energy: -0.299 eV

Structure (XYZ):
```
17
Properties=species:S:1:pos:R:3:forces:R:3
O -2.89919 -0.69937 0.06353 1.741 -1.764 -0.346
O 3.09189 -0.42121 -0.19118 -4.355 1.962 0.457
C -1.79954 -1.24228 -0.07018 0.195 5.077 0.423
C -0.23732 0.86522 -0.09230 -0.938 -0.749 0.475
C -0.43376 -0.50580 -0.07812 -1.987 1.346 -0.401
C 0.82168 -1.22921 0.10713 4.009 -2.385 1.985
C 1.87230 -0.10024 -0.02136 4.944 -2.671 -0.198
C 1.23869 1.24048 0.20746 -0.922 2.488 -1.679
C -1.43960 1.79769 -0.11912 -1.221 2.056 0.767
H -2.39861 1.14891 -0.20633 1.775 1.619 -0.066
H 1.03332 -1.63236 1.25854 -0.852 1.057 -2.523
H -1.48514 2.31861 0.91465 0.021 -1.028 -1.206
H 1.56980 2.23726 -0.44209 -0.434 -2.927 1.525
H -1.60057 -2.24494 -0.13467 -0.356 -3.183 -0.186
H -1.49998 2.82436 -0.77600 0.659 -2.958 0.919
H 1.37423 1.53398 1.28062 -0.200 -0.280 -0.748
H 1.33067 -2.17635 -0.47461 -2.080 2.341 0.802
```
Forces are in eV/Å.